Computed, not measured: a structure of composition C37H53GeN4O2SbSeSr in a non-equilibrium geometry, with the ωB97M-V functional and the def2-TZVPD basis.

Last column: Mulliken charge in e.
Positions of all 100 atoms, in Å:
Sr  0.94349  0.26413  -0.72118  0.670
C  0.52489  -1.85276  -6.02714  -1.456
C  0.34103  -0.63988  -5.16456  0.363
C  -0.86917  0.07450  -5.16839  -0.653
C  -1.02753  1.16782  -4.34309  -0.498
C  0.05094  1.52501  -3.53143  0.471
C  1.21813  0.78442  -3.61109  -0.077
N  1.37233  -0.27998  -4.40193  -0.343
Sb  3.06349  1.59237  -2.74892  0.939
C  3.73543  -0.06020  -1.52702  0.438
C  4.80962  0.09740  -0.66152  -0.884
C  5.28131  -1.02988  -0.01077  -0.578
C  4.69830  -2.25351  -0.26028  -0.453
C  3.60914  -2.33592  -1.11972  0.672
C  2.92783  -3.63508  -1.41895  -1.186
N  3.14043  -1.24143  -1.73320  -0.116
C  2.30005  2.88559  -1.14145  0.584
C  1.96364  4.20099  -1.44827  -0.988
C  1.73414  5.07091  -0.39336  -0.694
C  1.90593  4.63130  0.90622  -0.611
C  2.27709  3.31043  1.15062  0.394
C  2.55848  2.78834  2.51969  -1.012
N  2.42747  2.45918  0.12397  0.202
H  0.84369  -1.56105  -7.03026  0.395
H  -0.40447  -2.41382  -6.11959  0.397
H  1.29449  -2.49093  -5.59907  0.299
H  -1.67529  -0.25467  -5.81145  0.396
H  -1.95847  1.71775  -4.28650  0.648
H  -0.02787  2.37072  -2.85620  0.200
H  5.23156  1.07639  -0.47677  0.379
H  6.09578  -0.95201  0.69720  0.385
H  5.05882  -3.14249  0.23983  0.410
H  3.27479  -4.02510  -2.37803  0.378
H  1.85340  -3.48839  -1.49133  0.068
H  3.13764  -4.37452  -0.64783  0.329
H  1.87291  4.52218  -2.47822  0.500
H  1.43983  6.09516  -0.58648  0.413
H  1.76079  5.30771  1.73808  0.462
H  2.14284  3.44140  3.28567  0.384
H  3.64073  2.72762  2.65867  0.331
H  2.19151  1.76805  2.63637  -0.089
C  -2.16407  4.12418  -0.60621  -1.887
C  -2.56493  2.78943  -1.18128  0.275
C  -3.66461  2.69007  -2.03521  -1.046
C  -4.06510  1.43292  -2.48235  0.558
C  -5.29788  1.29942  -3.34007  -1.964
C  -3.34878  0.29268  -2.14254  0.075
C  -2.18828  0.34193  -1.32794  -0.329
C  -1.87056  1.64762  -0.83328  1.248
N  -1.35868  -0.66675  -0.98160  1.257
C  -1.70245  -2.06755  -1.17896  0.758
C  -1.53713  -2.52330  -2.63953  -1.393
C  -0.68459  -2.84097  -0.32873  -0.470
C  -3.10202  -2.43047  -0.64451  -1.592
H  -2.09400  4.88395  -1.38754  0.423
H  -1.19899  4.06415  -0.09868  0.065
H  -2.90386  4.47214  0.11817  0.420
H  -4.22980  3.57542  -2.30535  0.373
H  -5.48812  2.21125  -3.90717  0.412
H  -6.17678  1.10721  -2.72036  0.346
H  -5.20580  0.46885  -4.04104  0.373
H  -3.68676  -0.64689  -2.55304  0.075
H  -1.09987  1.75472  -0.07014  -0.575
H  -0.50538  -2.34898  -2.95994  0.039
H  -2.19347  -1.97087  -3.31123  0.236
H  -1.75561  -3.58928  -2.74625  0.535
H  0.34890  -2.54208  -0.54438  -0.893
H  -0.76805  -3.91452  -0.51296  0.683
H  -0.84837  -2.64810  0.73338  0.020
H  -3.89919  -2.29416  -1.37386  0.353
H  -3.33010  -1.81977  0.23081  0.195
H  -3.11972  -3.48013  -0.33993  0.476
C  -1.92976  -1.88949  6.22872  -1.287
Ge  -0.56401  -0.79055  5.34725  0.719
C  1.22161  -1.43434  5.79742  -1.193
C  -0.77785  1.07220  5.92322  -1.293
C  -0.81232  -0.98750  3.39590  -0.551
Se  -0.63599  0.64860  2.36128  0.399
C  -2.43552  1.32637  2.64673  -1.138
H  -1.82370  -1.83745  7.31310  0.380
H  -1.84002  -2.93376  5.92670  0.364
H  -2.92875  -1.53858  5.96550  0.360
H  1.45670  -1.21618  6.84021  0.426
H  1.96401  -0.96232  5.15368  0.336
H  1.28694  -2.51361  5.65150  0.298
H  -0.06725  1.29511  6.71946  0.420
H  -1.78349  1.25609  6.30277  0.351
H  -0.57998  1.74229  5.08622  0.280
H  -1.77256  -1.44064  3.14714  0.587
H  -0.03324  -1.64001  2.99775  -0.360
H  -2.65530  1.32976  3.71203  0.451
H  -3.15189  0.71839  2.09848  0.226
H  -2.45472  2.34542  2.26508  0.290
C  2.53473  -3.22483  2.48024  -0.420
O  3.05227  -1.93848  2.82495  -0.243
C  2.60493  -0.81190  2.14552  -1.341
O  1.84106  -1.11347  1.20342  0.954
H  1.99123  -3.62651  3.33754  0.186
H  3.37275  -3.88821  2.25873  0.313
H  1.86504  -3.16627  1.61888  -0.035

Cartesian forces, eV/Å:
-0.58 -1.14 1.54
0.01 0.02 -0.02
-0.18 0.08 0.13
0.13 -0.06 0.02
0.21 -0.18 0.15
-0.03 0.12 -0.09
0.24 0.39 0.27
-0.01 0.07 -0.10
0.47 0.30 -0.67
-0.01 -0.21 0.11
-0.24 0.11 -0.17
0.15 0.06 0.10
-0.01 -0.16 0.00
0.08 0.23 -0.07
0.03 0.01 0.02
-0.29 0.14 0.06
0.08 0.11 0.04
-0.04 -0.28 0.00
-0.04 0.11 0.00
0.02 0.08 0.03
-0.10 -0.07 -0.24
0.01 -0.03 0.02
-0.09 -0.26 -0.28
0.00 0.00 0.00
-0.01 0.00 0.00
0.00 -0.01 -0.01
-0.01 -0.01 0.00
0.02 -0.01 -0.02
-0.04 0.01 -0.06
0.05 -0.01 -0.01
-0.01 0.02 0.01
-0.03 -0.01 0.00
0.01 0.00 0.00
0.00 -0.04 -0.04
-0.01 0.00 0.00
0.02 0.05 0.01
0.00 0.00 0.01
0.00 -0.01 0.01
-0.01 -0.02 0.01
0.00 0.04 0.01
0.01 0.00 -0.01
-0.01 -0.04 0.01
0.01 0.00 -0.08
0.00 0.02 0.03
0.03 -0.05 -0.02
0.00 0.01 0.01
-0.08 0.06 -0.09
0.05 -0.08 0.22
0.10 0.06 -0.09
0.11 0.42 -0.26
0.07 -0.02 0.09
0.01 0.04 0.08
-0.03 -0.05 -0.01
0.05 -0.14 -0.02
0.00 0.00 0.01
0.00 0.00 0.00
0.00 0.01 0.00
0.00 -0.01 -0.02
0.00 0.00 0.00
0.00 0.00 0.00
0.00 0.00 0.00
0.02 -0.04 0.01
-0.02 -0.02 -0.05
0.01 -0.02 -0.01
-0.02 0.03 -0.02
0.00 -0.01 0.00
-0.18 0.00 -0.04
0.04 -0.05 0.05
-0.01 0.03 0.00
0.02 0.04 0.01
0.01 0.00 0.01
-0.03 0.00 -0.03
0.04 0.00 0.00
-0.05 -0.02 0.03
-0.02 0.01 0.00
0.01 -0.05 -0.03
0.08 -0.06 -0.12
0.13 0.16 0.21
0.14 -0.05 -0.13
0.00 0.00 0.00
-0.01 0.00 0.00
0.00 -0.01 0.00
0.00 0.01 -0.01
0.03 -0.01 0.00
0.00 0.01 -0.02
0.00 0.00 0.00
-0.01 0.01 -0.03
0.01 0.04 0.04
-0.04 0.04 -0.02
0.00 -0.01 0.05
-0.02 0.01 0.01
-0.03 0.01 0.01
-0.07 -0.01 0.00
0.01 -0.05 -0.06
0.10 -0.11 0.30
0.12 -0.02 0.03
-0.52 0.61 -0.96
0.00 -0.01 0.02
0.00 -0.03 -0.01
0.11 -0.08 0.11

Summary:
lowest unoccupied orbital energy = -0.15 eV



Computed, not measured: a structure of composition C37H55As4BrCdN7O2S in a non-equilibrium geometry, with the ωB97M-V functional and the def2-TZVPD basis.

Last column: Mulliken charge in e.
Positions of all 108 atoms, in Å:
Cd  0.30010  -0.22581  -0.32772  1.961
C  -1.32183  2.45311  2.42145  -1.397
As  -0.32983  0.79948  2.15952  0.594
C  -1.40781  -0.40768  3.24105  -1.294
C  1.10179  1.32371  3.41362  -1.993
C  2.19742  0.36781  3.91490  3.093
C  3.09065  1.17228  4.87140  -2.169
C  3.11431  -0.07595  2.76250  -1.946
As  2.49216  -1.43707  1.48783  0.230
C  3.06505  -3.08307  2.38123  -1.523
C  4.07188  -1.26496  0.35032  -1.074
C  1.63031  -0.88054  4.62070  -1.579
As  0.55914  -0.90123  6.29847  0.418
C  -0.10900  0.92489  6.59046  -1.011
C  2.04104  -0.78850  7.57500  -1.166
H  -1.60040  2.51355  3.47235  0.484
H  -2.21462  2.47142  1.80450  0.352
H  -0.68072  3.29741  2.16878  0.356
H  -1.22768  -0.22478  4.29657  0.212
H  -1.18248  -1.44618  3.00820  0.116
H  -2.45350  -0.20732  3.01923  0.598
H  0.55416  1.71886  4.26650  0.542
H  1.57645  2.17145  2.91505  0.528
H  3.59902  1.97706  4.33125  0.412
H  3.85380  0.52655  5.31485  0.504
H  2.51420  1.62418  5.68052  0.331
H  4.05406  -0.46186  3.16408  0.692
H  3.36342  0.79077  2.14565  0.455
H  4.00109  -2.90248  2.91039  0.442
H  3.23427  -3.83994  1.61569  0.459
H  2.31791  -3.44781  3.08294  0.341
H  4.96398  -1.29813  0.97653  0.528
H  4.02970  -0.31130  -0.17555  0.161
H  4.11233  -2.06632  -0.38321  0.395
H  2.46974  -1.53206  4.88267  0.697
H  1.02774  -1.44562  3.90779  -0.192
H  -0.91050  1.17952  5.89783  0.255
H  0.66782  1.68710  6.54954  0.271
H  -0.53195  0.91979  7.59551  0.468
H  2.70872  -1.63863  7.43524  0.324
H  1.63778  -0.83646  8.58606  0.414
H  2.60714  0.13654  7.46339  0.326
N  -0.67373  -3.09192  0.09839  -0.137
N  -1.91951  -3.56735  0.49727  -0.508
C  -2.97140  -2.73903  0.70543  0.477
N  -4.11876  -3.32328  1.05511  -0.361
N  -2.71908  -1.44387  0.55614  0.296
N  -3.75547  -0.55960  0.69481  0.559
O  -4.94746  -0.89925  0.63500  -0.813
O  -3.43131  0.61673  0.74388  -0.471
H  -0.50801  -3.28179  -0.88250  0.109
H  0.04365  -3.51648  0.66425  0.207
H  -2.06963  -4.55630  0.56475  0.160
H  -4.18209  -4.31346  1.21376  0.167
H  -4.93429  -2.73699  1.09749  0.195
C  -6.41273  1.04536  -3.55492  -0.598
C  -5.54911  2.13037  -3.51421  -0.726
C  -4.22373  1.96108  -3.12769  -0.516
C  -3.75318  0.69658  -2.79144  0.802
C  -4.63383  -0.38370  -2.80456  0.084
C  -5.95356  -0.21437  -3.19418  -0.940
As  -1.92447  0.37330  -2.17093  0.777
C  -1.18268  2.11992  -2.63110  0.984
C  -1.05615  2.65249  -3.91518  -0.427
C  -0.59528  3.94754  -4.09972  -0.954
C  -0.27708  4.74029  -3.00046  -0.722
C  -0.42413  4.23242  -1.71812  -0.356
C  -0.86622  2.92578  -1.53839  -0.870
C  -1.20325  -0.85520  -3.49111  0.413
C  0.05813  -0.50188  -4.22359  -0.256
C  0.63945  -1.56379  -5.20586  -0.053
C  0.00915  -2.92229  -5.10850  -1.134
C  -1.04388  -3.16127  -4.33358  -0.803
C  -1.66030  -2.10627  -3.50849  -0.490
H  -7.44462  1.18195  -3.85845  0.383
H  -5.90632  3.11785  -3.77996  0.426
H  -3.57109  2.81988  -3.08822  0.369
H  -4.29217  -1.36669  -2.50854  0.069
H  -6.62757  -1.06218  -3.20834  0.424
H  -1.37049  2.08296  -4.78045  0.485
H  -0.50729  4.34865  -5.10219  0.448
H  0.06647  5.75907  -3.14648  0.440
H  -0.20827  4.85109  -0.85547  0.402
H  -0.99115  2.53715  -0.53315  0.295
H  -0.03612  0.46306  -4.70845  0.084
H  0.64674  -1.25805  -6.25318  0.410
H  0.43215  -3.70842  -5.72683  0.392
H  -1.48619  -4.15159  -4.30937  0.434
H  -2.52371  -2.38324  -2.91018  0.164
Br  3.69904  -3.56819  -5.40915  -0.119
C  2.71897  -2.64933  -4.07519  -1.069
C  2.03967  -1.40038  -4.51372  0.245
C  1.37817  -0.55124  -3.36895  1.952
C  1.27739  -1.19854  -2.01051  -0.548
C  1.82728  -2.40101  -1.82660  0.334
C  2.59900  -3.13686  -2.85159  -0.588
H  2.71273  -0.80854  -5.13067  0.740
H  1.82332  0.44078  -3.24839  -1.854
H  1.78728  -2.88170  -0.85204  0.561
H  3.08054  -4.06892  -2.57981  0.466
N  2.82437  4.67539  -0.64445  -0.370
C  2.65441  3.41720  -1.07155  0.101
N  2.80839  3.20291  -2.38162  -0.240
S  2.25142  2.17507  -0.00273  -0.213
H  3.07053  5.43028  -1.26135  0.199
H  2.68890  4.86824  0.33030  0.201
H  3.09776  3.92587  -3.01691  0.229
H  2.73352  2.26194  -2.72067  0.036

Cartesian forces, eV/Å:
-0.14 -0.11 0.40
0.02 0.01 -0.21
0.03 -0.05 -0.02
-0.06 -0.04 -0.08
0.18 -0.16 -0.13
-0.04 -0.12 0.02
-0.03 0.06 0.06
-0.11 0.00 0.05
0.25 0.06 -0.04
-0.05 -0.01 0.04
0.01 0.06 -0.02
0.05 0.23 -0.10
0.05 -0.07 0.06
0.01 0.06 0.01
0.05 0.08 0.06
-0.01 0.02 0.03
-0.05 -0.04 -0.03
0.01 -0.02 -0.01
0.00 0.02 0.00
0.01 0.00 -0.01
0.01 -0.02 -0.01
-0.07 0.03 0.04
0.04 0.04 0.00
-0.04 -0.06 0.03
-0.04 0.05 -0.03
0.07 -0.03 -0.05
0.03 -0.02 0.06
0.05 0.03 0.00
0.00 -0.03 0.00
0.00 -0.03 0.00
-0.01 0.01 0.02
0.01 0.01 0.00
-0.02 -0.02 0.00
-0.02 -0.03 0.00
0.03 -0.03 -0.02
-0.05 -0.04 -0.08
0.00 0.00 0.04
-0.05 -0.02 0.01
-0.01 0.01 0.00
-0.03 0.00 0.00
0.00 0.00 -0.01
-0.02 -0.06 0.02
-0.17 0.18 0.01
-0.02 0.13 0.08
0.14 0.12 -0.05
0.05 -0.02 0.04
-0.20 0.09 0.18
-0.62 0.28 -0.83
0.64 -0.18 0.32
0.22 -0.36 0.32
0.05 0.01 -0.14
0.19 -0.02 0.10
-0.06 -0.24 -0.08
0.03 0.03 -0.03
-0.20 0.11 0.00
-0.01 0.02 -0.02
0.03 -0.04 0.03
-0.09 -0.09 0.00
-0.09 -0.26 0.18
-0.02 0.08 -0.04
-0.01 0.02 0.00
-0.04 0.51 -0.21
0.13 0.02 0.07
-0.08 0.05 0.00
0.03 0.03 0.04
0.00 -0.02 0.04
-0.08 0.00 -0.06
0.02 0.04 -0.14
0.17 0.11 -0.04
0.08 -0.17 0.15
0.04 -0.08 0.19
0.15 0.11 -0.03
-0.11 0.04 0.09
-0.05 -0.22 -0.14
0.08 -0.01 0.03
0.02 -0.03 0.01
0.04 0.07 -0.01
-0.05 -0.03 0.02
0.03 0.02 0.01
0.02 -0.06 0.00
-0.01 -0.01 0.03
-0.05 -0.05 0.00
0.01 -0.02 -0.02
0.01 0.03 0.01
0.04 0.09 -0.04
0.01 0.04 -0.01
-0.03 0.02 0.07
0.00 0.06 0.00
0.06 -0.04 -0.03
-0.01 0.00 -0.02
-0.01 0.07 -0.15
-0.24 -0.02 0.07
-0.05 -0.13 -0.11
-0.17 0.07 -0.10
0.14 -0.12 -0.15
-0.08 0.00 0.26
0.03 0.05 -0.05
0.01 0.02 -0.02
0.03 -0.02 0.03
-0.02 0.03 0.00
-0.02 -0.05 0.08
-0.07 0.01 -0.19
0.09 -0.09 0.08
0.02 0.09 0.13
0.01 0.00 -0.01
0.03 0.02 0.05
-0.04 0.03 -0.04
-0.03 -0.05 -0.04

Summary:
charge = +1
lowest unoccupied orbital energy = -1.88 eV